1.
92
Properties=species:S:1:pos:R:3:forces:R:3:mulliken_charge:R:1 method="wB97M-V/def2-TZVPD" orbital_gap_ha=0.2574 charge=+1 e_lumo_ev=-3.75 relative_energy_kcal_mol=2.6 mol_weight_g_mol=955.695 energy_ha=-7375.8802 multiplicity=1
Rh -0.348 0.200 -0.167 0.447 0.469 -0.243 -0.668
N -0.742 0.941 1.805 0.101 -0.118 -0.056 0.592
C -0.593 -0.125 2.763 0.060 0.000 -0.074 0.657
C 0.317 0.008 3.798 -0.047 -0.054 0.021 -0.482
C 0.476 -1.031 4.702 0.007 -0.018 0.011 -0.760
C -0.278 -2.186 4.559 0.019 -0.004 0.028 -0.859
C -1.169 -2.312 3.504 -0.056 0.025 -0.011 -1.080
C -1.339 -1.285 2.577 0.096 0.144 -0.061 0.122
C -2.212 -1.481 1.386 0.480 -0.114 -0.052 -0.075
C -3.438 -2.119 1.578 0.027 -0.083 0.000 -0.139
C -4.210 -2.543 0.511 0.007 -0.019 0.011 -1.184
C -3.719 -2.376 -0.772 -0.017 -0.048 0.006 -0.637
C -2.513 -1.720 -0.978 0.220 0.016 -0.068 -0.134
C -1.752 -1.219 0.075 -0.665 0.201 0.486 1.629
H -0.135 1.712 2.074 -0.144 0.162 -0.103 0.310
H -1.690 1.303 1.791 -0.100 -0.100 0.326 -0.249
H 0.894 0.921 3.903 -0.029 0.016 0.005 0.499
H 1.183 -0.935 5.514 0.002 0.001 0.002 0.469
H -0.163 -2.999 5.263 0.007 -0.002 -0.004 0.446
H -1.729 -3.229 3.375 0.023 -0.012 0.007 0.564
H -3.773 -2.290 2.594 -0.012 0.001 -0.012 0.633
H -5.164 -3.023 0.681 -0.002 0.012 0.000 0.417
H -4.284 -2.724 -1.627 0.018 -0.025 -0.001 0.491
H -2.182 -1.607 -1.999 -0.054 0.193 -0.034 -0.021
C 3.027 -0.537 -1.354 0.003 -0.015 0.009 -1.284
C 2.226 -0.026 -2.543 -0.014 -0.064 -0.023 -1.350
As 0.372 -0.615 -2.293 0.116 -0.297 -0.046 2.230
C -0.512 -0.168 -3.942 -0.027 0.044 0.088 0.640
C -1.465 -1.007 -4.510 0.047 -0.021 -0.046 -0.517
C -2.097 -0.633 -5.688 0.001 0.019 0.012 -0.964
C -1.787 0.578 -6.289 -0.019 -0.006 -0.023 -0.536
C -0.846 1.420 -5.716 0.008 0.024 0.018 -0.765
C -0.209 1.052 -4.540 -0.041 0.005 -0.006 -0.513
C 0.635 -2.527 -2.322 -0.132 0.020 -0.045 0.595
C 0.639 -3.239 -1.126 -0.012 -0.032 0.024 -0.496
C 0.919 -4.598 -1.130 -0.010 0.005 -0.014 -1.103
C 1.185 -5.248 -2.327 0.009 -0.006 0.011 -0.622
C 1.171 -4.542 -3.522 -0.007 0.004 -0.006 -0.756
C 0.898 -3.182 -3.522 0.071 0.002 -0.006 -0.639
As 2.248 0.249 0.261 -0.252 -0.411 0.031 1.350
C 2.749 2.092 -0.007 0.039 -0.034 0.072 0.140
C 4.083 2.426 -0.240 -0.025 0.030 0.026 -0.502
C 4.426 3.747 -0.475 0.003 0.012 0.000 -0.789
C 3.445 4.735 -0.482 0.024 0.012 -0.009 -0.545
C 2.120 4.404 -0.254 -0.004 -0.016 -0.005 -0.901
C 1.774 3.079 -0.015 -0.053 0.003 -0.039 0.057
C 3.392 -0.375 1.680 0.035 -0.056 -0.093 0.218
C 4.004 0.507 2.562 -0.050 0.019 0.035 -0.424
C 4.873 0.020 3.529 -0.019 0.008 0.022 -0.760
C 5.128 -1.341 3.616 -0.005 -0.015 0.002 -0.588
C 4.500 -2.224 2.747 -0.020 0.002 0.020 -0.706
C 3.629 -1.743 1.781 -0.055 -0.008 0.050 -0.409
H 4.086 -0.283 -1.406 -0.027 0.094 -0.044 0.761
H 2.947 -1.622 -1.274 0.060 -0.009 0.020 0.599
H 2.580 -0.437 -3.490 0.000 -0.021 0.010 0.564
H 2.248 1.063 -2.608 0.022 0.000 0.003 0.641
H -1.707 -1.962 -4.061 0.035 -0.017 0.014 0.405
H -2.830 -1.291 -6.136 -0.005 0.001 0.005 0.430
H -2.282 0.867 -7.207 0.001 -0.001 0.000 0.403
H -0.610 2.368 -6.180 0.002 -0.002 -0.003 0.435
H 0.511 1.726 -4.093 0.007 -0.007 0.005 0.339
H 0.405 -2.741 -0.191 0.015 0.020 -0.012 0.424
H 0.918 -5.151 -0.200 0.004 0.004 0.002 0.505
H 1.402 -6.308 -2.329 -0.014 -0.002 -0.004 0.414
H 1.372 -5.051 -4.456 0.007 0.005 0.000 0.456
H 0.894 -2.637 -4.459 -0.007 0.006 0.004 0.480
H 4.856 1.667 -0.225 -0.008 -0.010 0.004 0.387
H 5.461 4.010 -0.650 -0.002 0.005 -0.002 0.421
H 3.720 5.764 -0.668 0.004 -0.001 0.006 0.413
H 1.349 5.162 -0.261 0.001 0.005 0.004 0.510
H 0.729 2.842 0.143 -0.033 0.007 0.011 0.111
H 3.812 1.572 2.500 0.029 0.004 -0.044 0.498
H 5.355 0.708 4.211 0.001 0.000 0.002 0.439
H 5.816 -1.715 4.362 -0.008 -0.002 0.008 0.410
H 4.688 -3.286 2.822 0.005 0.001 -0.003 0.450
H 3.132 -2.442 1.116 0.025 0.014 -0.031 0.293
O -1.183 4.150 2.693 0.078 -0.059 0.084 -0.592
S -2.111 4.391 1.626 -0.058 -0.033 -0.268 1.195
O -2.438 5.717 1.222 0.057 0.025 0.087 -0.653
N -1.537 3.526 0.291 0.000 0.110 0.060 -0.335
C -2.324 2.555 0.016 -0.206 -0.105 -0.233 0.438
S -1.976 1.397 -1.267 0.040 0.111 0.052 -0.332
C -3.535 2.412 0.871 -0.019 0.014 -0.050 0.407
C -4.534 1.456 0.807 0.003 0.019 0.028 -0.535
C -5.567 1.542 1.736 -0.004 -0.015 -0.025 -0.846
C -5.592 2.553 2.690 0.011 0.027 0.033 -0.529
C -4.580 3.508 2.760 -0.014 -0.060 0.010 -0.716
C -3.563 3.403 1.839 -0.025 0.025 0.025 0.276
H -4.506 0.678 0.055 0.016 -0.024 0.003 0.472
H -6.367 0.814 1.711 0.006 0.001 0.002 0.458
H -6.412 2.599 3.394 0.001 -0.002 0.000 0.427
H -4.594 4.292 3.506 -0.002 0.003 -0.005 0.475



2.
94
Properties=species:S:1:pos:R:3:forces:R:3:mulliken_charge:R:1 method="wB97M-V/def2-TZVPD" orbital_gap_ha=0.2440 charge=0 e_lumo_ev=-0.70 relative_energy_kcal_mol=8.1 mol_weight_g_mol=982.220 energy_ha=-3343.5449 multiplicity=1
Bi -0.309 -0.052 -1.234 -0.053 0.081 -0.059 3.322
Cl 3.868 5.016 -5.328 0.077 0.115 -0.109 -0.247
C 2.652 3.944 -4.706 0.206 -0.232 0.091 0.021
C 1.298 4.291 -4.802 0.044 -0.152 0.127 -0.588
C 0.355 3.465 -4.265 -0.044 -0.035 0.040 -0.357
C 0.674 2.247 -3.582 0.284 0.225 -0.299 0.438
O -0.280 1.559 -3.094 0.002 -0.476 0.421 -0.548
C 2.068 1.892 -3.542 -0.349 0.472 -0.242 0.144
C 2.614 0.702 -2.994 0.314 -0.597 0.120 -0.573
N 2.038 -0.183 -2.252 -0.569 0.868 -0.474 0.512
C 2.717 -1.278 -1.781 1.105 -0.705 0.320 -0.311
C 4.078 -1.338 -1.524 -0.574 0.286 -0.158 -0.953
C 4.690 -2.532 -1.133 0.035 -0.506 0.063 -1.154
C 3.978 -3.698 -1.049 0.241 0.143 -0.036 -0.820
C 2.584 -3.681 -1.241 -0.237 0.316 -0.052 0.817
C 1.765 -4.825 -1.151 -0.283 0.155 -0.061 -0.751
C 0.401 -4.689 -1.212 0.300 -0.153 -0.065 -1.067
C -0.142 -3.404 -1.345 0.074 -0.127 0.007 -0.193
N 0.605 -2.344 -1.515 -0.266 0.053 -0.073 0.834
C 1.940 -2.443 -1.510 0.787 -0.537 0.050 0.260
C 3.018 2.767 -4.119 -0.103 0.204 -0.051 -1.342
H 1.018 5.208 -5.298 -0.048 0.092 -0.028 0.431
H -0.693 3.719 -4.328 -0.095 -0.011 0.004 0.492
H 3.661 0.530 -3.276 -0.047 0.003 0.073 0.432
H 4.686 -0.452 -1.619 0.005 0.147 -0.016 0.578
H 5.748 -2.532 -0.917 0.081 -0.011 -0.036 0.403
H 4.465 -4.631 -0.811 0.070 -0.118 0.065 0.443
H 2.227 -5.794 -1.023 0.008 -0.079 0.070 0.445
H -0.255 -5.543 -1.137 -0.035 -0.031 0.030 0.416
H -1.207 -3.235 -1.304 -0.135 -0.032 -0.015 0.358
H 4.066 2.507 -4.058 0.090 -0.025 -0.053 0.403
F -1.405 -2.891 -5.884 -0.041 0.117 0.091 -0.351
C -1.932 -2.184 -4.866 -0.075 0.153 0.198 0.218
C -1.107 -1.674 -3.880 -0.004 -0.094 -0.201 -0.790
C -1.649 -0.992 -2.806 -0.410 -0.112 -0.149 0.531
C -3.031 -0.774 -2.732 0.058 -0.259 -0.358 -0.342
C -3.822 -1.273 -3.773 0.312 -0.044 -0.088 0.696
F -5.159 -1.074 -3.810 0.047 0.007 0.068 -0.360
C -3.299 -1.988 -4.832 0.056 0.028 0.010 -0.895
C -3.560 -0.073 -1.558 -0.822 0.152 0.166 0.290
C -4.920 0.024 -1.249 0.003 -0.033 0.050 -1.181
C -5.312 0.647 -0.079 0.249 0.072 0.018 -0.632
C -4.347 1.172 0.765 0.000 -0.077 -0.094 -1.258
C -3.022 1.049 0.385 -0.480 0.288 0.584 -0.301
N -2.654 0.461 -0.735 0.075 -0.095 -0.338 0.480
H -0.042 -1.821 -3.954 0.186 -0.107 -0.093 0.576
H -3.946 -2.366 -5.607 -0.048 -0.038 -0.073 0.535
H -5.670 -0.397 -1.894 0.046 -0.038 -0.073 0.568
H -6.362 0.715 0.168 -0.071 0.004 0.034 0.421
H -4.608 1.649 1.695 0.012 0.086 0.112 0.550
H -2.219 1.435 1.000 -0.046 -0.064 0.048 0.315
C -0.473 -3.953 6.589 0.030 0.099 -0.022 -1.483
C -0.357 -3.195 5.298 -0.031 0.012 -0.051 0.752
C 0.490 -3.629 4.289 -0.071 0.108 0.008 -1.204
C 0.596 -2.938 3.091 -0.065 0.050 -0.051 0.768
C 1.503 -3.420 2.002 -0.060 0.038 0.029 -0.967
C -0.168 -1.790 2.893 0.039 0.004 0.174 -0.246
C -0.994 -1.314 3.908 0.071 -0.050 -0.062 1.044
C -1.770 -0.047 3.712 -0.041 -0.065 0.006 -1.006
C -1.085 -2.030 5.095 0.078 -0.063 -0.073 -0.919
C -0.066 -1.044 1.581 -0.004 -0.389 0.562 1.488
O 0.767 -0.146 1.451 0.632 0.027 0.010 -0.792
O -0.871 -1.421 0.667 -0.479 0.004 -0.453 -1.076
H -0.025 -4.941 6.499 -0.009 -0.058 0.054 0.361
H -1.518 -4.062 6.876 -0.021 -0.058 0.070 0.365
H 0.040 -3.417 7.389 0.002 -0.038 0.086 0.298
H 1.082 -4.523 4.437 0.051 -0.091 0.008 0.330
H 2.097 -4.270 2.331 0.070 -0.064 -0.017 0.386
H 2.171 -2.621 1.683 0.102 0.019 -0.070 0.299
H 0.904 -3.722 1.145 0.055 -0.028 -0.071 0.086
H -2.733 -0.259 3.246 -0.094 0.039 -0.048 0.327
H -1.217 0.630 3.064 -0.013 0.185 -0.014 -0.281
H -1.950 0.445 4.666 -0.042 0.079 0.022 0.429
H -1.737 -1.672 5.882 -0.066 0.074 0.076 0.439
C 1.711 2.638 -0.088 -0.237 -0.227 0.185 -1.024
P -0.003 2.485 0.590 0.049 1.347 -0.231 1.445
C -0.861 3.628 -0.592 0.143 -0.192 0.323 -1.322
C 0.210 3.615 2.018 -0.158 -0.332 -0.027 0.337
C -0.657 4.664 2.300 0.027 -0.064 -0.039 -0.675
C -0.417 5.493 3.382 -0.049 0.111 0.117 -0.730
C 0.678 5.273 4.201 -0.007 0.100 0.076 -0.490
C 1.524 4.205 3.949 0.080 0.024 0.100 -0.690
C 1.285 3.375 2.871 -0.056 0.008 -0.007 -0.675
H 2.147 3.607 0.159 -0.053 -0.030 -0.061 0.558
H 1.672 2.521 -1.167 0.059 0.000 -0.078 -0.050
H 2.317 1.839 0.333 0.159 -0.079 0.001 0.261
H -0.346 4.580 -0.686 0.029 0.153 -0.028 0.548
H -1.886 3.795 -0.268 -0.130 0.061 0.012 0.371
H -0.898 3.129 -1.556 -0.032 0.000 -0.161 0.044
H -1.518 4.846 1.673 -0.015 0.055 -0.064 0.290
H -1.084 6.321 3.580 -0.027 0.028 0.029 0.405
H 0.872 5.931 5.036 -0.004 0.037 0.052 0.378
H 2.377 4.026 4.589 0.022 -0.027 0.045 0.404
H 1.930 2.531 2.679 0.133 -0.088 0.014 0.301



3.
103
Properties=species:S:1:pos:R:3:forces:R:3:mulliken_charge:R:1 method="wB97M-V/def2-TZVPD" orbital_gap_ha=0.2448 charge=0 e_lumo_ev=-0.08 relative_energy_kcal_mol=3.6 mol_weight_g_mol=1167.261 energy_ha=-9357.5552 multiplicity=1
Sr -0.560 0.331 -0.164 0.449 -1.037 1.003 1.903
Cl -2.999 3.335 -6.243 -0.026 0.016 -0.009 -0.238
C -1.978 2.467 -5.141 0.043 -0.024 0.004 -0.015
C -2.490 2.071 -3.919 0.025 -0.007 -0.051 -0.348
C -1.726 1.374 -2.988 -0.003 0.025 -0.136 0.137
N -2.291 0.985 -1.749 0.088 0.115 -0.009 -0.308
C -3.142 1.816 -1.152 -0.147 0.127 0.058 -0.038
O -3.541 2.942 -1.493 -0.031 -0.060 0.083 -0.727
C -3.699 1.347 0.200 -0.061 0.022 -0.123 0.400
C -5.002 1.728 0.521 0.028 -0.010 0.001 -0.680
C -5.519 1.393 1.757 0.046 -0.026 0.014 -0.699
C -4.706 0.722 2.665 -0.018 0.022 -0.037 -0.543
C -3.422 0.400 2.275 -0.007 -0.038 0.050 -0.955
N -2.928 0.679 1.064 0.046 0.153 -0.189 1.005
C -0.382 1.024 -3.320 -0.100 0.193 -0.067 -0.398
C 0.118 1.469 -4.548 0.031 -0.127 -0.018 -1.017
C -0.662 2.175 -5.448 -0.032 -0.006 0.016 -0.090
Cl 0.046 2.680 -6.952 0.018 -0.001 -0.007 -0.240
N 0.360 0.238 -2.416 0.012 0.092 -0.144 0.291
C 1.679 0.060 -2.545 -0.074 -0.018 -0.046 0.062
O 2.479 0.564 -3.348 -0.015 -0.054 0.055 -0.770
C 2.281 -0.942 -1.553 0.000 0.079 -0.237 0.148
C 3.467 -1.571 -1.919 0.022 0.035 -0.067 -0.437
C 4.040 -2.491 -1.063 0.021 0.019 -0.057 -0.994
C 3.427 -2.735 0.153 -0.050 0.026 0.055 -0.576
C 2.262 -2.052 0.441 -0.001 -0.062 0.106 -0.995
N 1.680 -1.188 -0.389 -0.089 0.077 -0.033 1.494
H -3.508 2.326 -3.675 -0.004 0.007 -0.020 0.575
H -5.566 2.290 -0.209 0.001 0.002 0.000 0.571
H -6.534 1.663 2.020 -0.001 -0.001 0.001 0.450
H -5.055 0.458 3.653 -0.002 0.001 0.002 0.472
H -2.752 -0.115 2.955 -0.013 0.011 0.005 0.292
H 1.138 1.244 -4.806 0.009 0.007 -0.010 0.682
H 3.904 -1.315 -2.874 -0.003 0.001 0.010 0.602
H 4.956 -3.002 -1.334 -0.003 0.002 -0.007 0.469
H 3.839 -3.432 0.870 -0.005 -0.001 0.010 0.524
H 1.767 -2.210 1.392 -0.001 -0.012 0.011 0.195
F -1.460 -4.226 6.564 0.001 0.012 -0.040 -0.292
C -1.403 -3.934 5.270 0.003 0.006 -0.003 0.547
C -1.898 -4.821 4.335 0.004 0.017 -0.019 0.324
F -2.430 -5.973 4.728 0.019 0.018 -0.008 -0.291
C -1.826 -4.500 2.988 0.007 0.029 0.014 0.164
F -2.292 -5.414 2.137 0.009 0.022 0.006 -0.346
C -1.286 -3.304 2.527 -0.027 -0.005 0.017 -0.083
P -1.311 -2.839 0.739 -0.059 0.019 -0.063 1.422
C -0.164 -4.018 -0.042 0.018 0.000 0.019 0.585
C 0.464 -5.079 0.598 -0.006 0.020 -0.001 -0.654
C 1.367 -5.876 -0.093 0.014 -0.015 -0.005 -0.689
C 1.644 -5.619 -1.427 0.013 -0.005 -0.014 -0.691
C 1.020 -4.560 -2.074 0.010 -0.012 -0.019 -0.592
C 0.126 -3.759 -1.384 0.000 0.019 0.019 -0.391
C -2.949 -3.431 0.178 0.018 -0.003 0.003 0.262
C -4.052 -2.633 0.473 0.011 0.067 0.045 -0.252
C -5.317 -2.991 0.035 -0.027 0.000 0.002 -0.578
C -5.487 -4.138 -0.725 -0.006 -0.008 -0.010 -0.601
C -4.390 -4.928 -1.038 -0.025 -0.007 -0.008 -0.789
C -3.127 -4.580 -0.587 0.037 -0.010 -0.006 -0.156
C -0.784 -2.427 3.500 -0.049 -0.019 -0.008 -0.332
Br 0.029 -0.763 3.098 0.035 -0.018 -0.045 -0.048
C -0.842 -2.740 4.847 -0.011 -0.022 -0.016 0.127
F -0.369 -1.909 5.773 0.002 -0.002 0.020 -0.319
H 0.268 -5.289 1.641 -0.008 -0.003 0.011 0.324
H 1.855 -6.698 0.415 -0.004 0.004 -0.004 0.397
H 2.352 -6.239 -1.962 -0.003 0.003 0.002 0.387
H 1.243 -4.344 -3.110 -0.004 -0.003 0.007 0.429
H -0.328 -2.910 -1.886 0.003 -0.001 0.006 0.365
H -3.922 -1.719 1.041 -0.017 -0.070 -0.043 0.047
H -6.165 -2.361 0.273 -0.001 -0.002 -0.001 0.459
H -6.472 -4.412 -1.081 0.000 0.001 0.000 0.384
H -4.517 -5.822 -1.635 -0.003 0.002 0.001 0.425
H -2.279 -5.210 -0.828 -0.023 0.017 0.008 0.453
C -0.710 5.238 1.774 0.045 0.000 0.009 -1.284
C -1.379 4.641 0.551 0.010 0.011 -0.049 -0.497
S -0.363 3.517 -0.417 0.055 0.098 -0.114 1.030
O 0.210 2.512 0.578 -0.114 0.274 0.027 -1.118
C 1.040 4.566 -0.906 0.012 -0.005 0.064 -1.158
C 2.211 4.504 0.063 -0.049 0.002 -0.004 -0.476
H -1.463 5.695 2.416 -0.002 0.003 0.002 0.484
H 0.010 6.009 1.503 0.006 -0.011 0.005 0.251
H -0.199 4.462 2.345 0.000 0.009 -0.001 0.277
H -1.739 5.386 -0.162 -0.005 -0.001 -0.007 0.507
H -2.242 4.026 0.812 -0.004 -0.017 -0.020 0.207
H 0.644 5.574 -1.049 0.004 -0.005 -0.007 0.550
H 1.328 4.181 -1.885 -0.021 -0.015 -0.006 0.408
H 2.007 5.034 0.992 -0.013 -0.004 0.003 0.196
H 3.089 4.953 -0.403 -0.079 -0.006 0.024 0.420
H 2.438 3.466 0.314 -0.040 0.051 -0.012 0.001
C 5.058 3.487 3.044 0.000 -0.004 0.042 -0.958
N 5.178 3.435 1.603 0.002 -0.025 -0.039 0.337
C 5.695 4.435 0.806 0.055 0.016 -0.113 -0.413
C 5.597 4.011 -0.470 0.102 0.060 0.055 -0.712
N 5.022 2.759 -0.444 0.058 0.055 0.110 0.519
C 4.687 1.979 -1.623 -0.002 -0.041 -0.021 -0.778
C 4.757 2.398 0.836 -0.048 -0.085 -0.039 -0.337
Se 3.975 0.839 1.421 -0.030 0.050 0.030 -0.207
H 5.867 4.094 3.445 -0.006 0.010 -0.005 0.349
H 5.120 2.473 3.431 0.004 0.008 0.008 0.344
H 4.097 3.913 3.333 -0.007 -0.013 0.006 0.276
H 6.093 5.345 1.218 0.000 0.003 -0.006 0.472
H 5.891 4.482 -1.391 0.003 0.002 0.001 0.456
H 5.548 1.937 -2.288 -0.018 0.008 -0.010 0.318
H 3.836 2.409 -2.148 -0.008 -0.010 -0.006 0.381
H 4.421 0.978 -1.301 0.006 -0.020 -0.012 -0.047



Look up the multiplicity of the second one.
1